[1]
Entry from OMol25: a 2-piece molecular cluster, C3H6N3O overall in a non-equilibrium geometry (wB97M-V/def2-TZVPD).

Properties
Relative energy (zero: lowest compared OMol25 entry of this formula, charge and spin) in eV: 6.381
Maximum force in eV Å⁻¹: 4.3
Highest occupied orbital energy in Ha: -0.5030
Kohn-Sham gap in hartree: 0.290
Molar mass in g mol⁻¹: 100.101
Net charge: +1

Last column: Mulliken charge in e.
Geometry (Å):
O  -0.245  1.727  -1.094  -0.4118
N  1.873  0.778  -0.828  0.3689
N  -1.935  -0.846  0.264  -0.1457
N  2.828  -0.012  -0.836  -0.5942
C  -1.070  -0.796  1.416  -0.2991
C  -0.687  -1.073  0.027  -0.0414
C  0.681  0.874  -0.738  0.2461
H  0.020  2.531  -1.546  0.3444
H  3.503  0.202  -0.044  0.2919
H  -1.140  -1.591  2.270  0.2365
H  -0.302  -1.703  -0.729  0.4181
H  -2.698  -0.245  -0.039  0.3358
H  -0.828  0.154  1.878  0.2506

---

[2]
Entry from OMol25: a 2-piece molecular cluster, C4H13NOS2 overall in a non-equilibrium geometry (wB97M-V/def2-TZVPD).

Properties
Relative energy (zero: lowest compared OMol25 entry of this formula, charge and spin) in eV: 3.204
Maximum force in eV Å⁻¹: 7.5
Highest occupied orbital energy in Ha: -0.3096
Kohn-Sham gap in hartree: 0.329
Molar mass in g mol⁻¹: 155.288

Last column: Mulliken charge in e.
Geometry (Å):
S  -1.332  0.900  0.917  -0.0506
S  -2.139  -0.809  0.858  -0.2062
O  0.784  2.771  -0.942  -0.4872
N  0.711  -0.385  -0.695  -0.0270
C  1.167  -1.672  -1.209  -0.6272
C  2.196  -1.819  -2.194  -1.1408
C  1.352  0.096  0.490  -0.4576
C  0.321  0.579  1.595  -0.7015
H  0.877  2.063  -1.472  0.1630
H  0.335  -0.153  2.466  0.3445
H  0.196  -2.136  -1.714  0.2758
H  1.917  1.095  0.340  0.2253
H  2.836  -1.028  -1.888  0.3204
H  0.538  3.287  -1.654  0.2825
H  2.887  -2.681  -1.970  0.2827
H  0.579  1.508  2.062  0.3920
H  2.059  -1.838  -3.340  0.2650
H  0.592  0.371  -1.365  0.0893
H  1.970  -0.646  1.075  0.4196
H  -1.735  -1.485  -0.248  0.0893
H  1.014  -2.385  -0.384  0.5486

---

[3]
Entry from OMol25: C14H17N4O5S2Ti as an isolated structure in a non-equilibrium geometry (wB97M-V/def2-TZVPD).

Properties
Relative energy (zero: lowest compared OMol25 entry of this formula, charge and spin) in eV: 0.000
Maximum force in eV Å⁻¹: 2.3
Highest occupied orbital energy in Ha: -0.4226
Kohn-Sham gap in hartree: 0.251
Molar mass in g mol⁻¹: 433.314
Net charge: +1

Last column: Mulliken charge in e.
Geometry (Å):
Ti  -0.010  0.549  -0.308  -0.1760
S  1.079  1.649  -2.303  -0.3878
S  3.508  3.441  -1.889  0.0108
O  0.372  -0.344  1.260  -0.4000
O  2.394  0.039  -0.313  -0.3022
O  -0.812  -1.826  2.488  -0.5803
O  -2.438  -0.808  -3.119  -0.5362
O  -1.333  0.293  -1.492  -0.4722
N  0.651  2.397  0.357  1.2444
N  1.799  3.010  -0.076  -1.4445
N  -1.631  1.313  0.899  0.4231
N  0.233  -1.595  -0.942  0.3893
C  -0.618  -2.186  0.125  -0.5168
C  -3.349  2.290  2.816  -0.2605
C  2.054  2.702  -1.321  0.5832
C  -2.858  0.815  1.013  0.1157
C  -3.749  1.276  1.970  -0.9611
C  -0.389  -1.735  -2.273  -0.4945
C  0.075  2.866  1.397  -0.3769
C  -0.365  -1.456  1.449  0.5644
C  3.646  2.845  -3.583  -0.7868
C  2.632  -1.087  -1.170  -0.6291
C  1.611  -2.151  -0.862  -0.8654
C  -1.517  -0.726  -2.381  0.3766
C  -2.072  2.827  2.681  -0.8600
C  -1.241  2.308  1.720  0.6653
H  -0.770  -2.738  -2.455  0.3864
H  -1.730  3.640  3.308  0.4510
H  3.555  1.763  -3.624  0.2340
H  1.760  -2.505  0.158  0.4248
H  -0.447  -3.252  0.269  0.5017
H  -4.738  0.845  2.033  0.4263
H  0.349  -1.496  -3.040  0.4273
H  -1.671  -2.056  -0.128  0.3528
H  2.531  -0.713  -2.186  0.2657
H  4.644  3.137  -3.906  0.3699
H  1.712  -3.010  -1.528  0.4524
H  -3.136  0.044  0.308  0.4077
H  2.904  3.315  -4.223  0.3114
H  2.735  -0.154  0.573  0.3092
H  -4.025  2.677  3.567  0.4420
H  0.513  3.694  1.944  0.4412
H  3.644  -1.466  -1.038  0.4734

---

[4]
Entry from OMol25: C43H65BClCrN2P3Si as an isolated structure in a non-equilibrium geometry (wB97M-V/def2-TZVPD).

Properties
Maximum force in eV Å⁻¹: 2.9
Highest occupied orbital energy (spin up / spin down) in Ha: -0.0480 / -0.0475
Kohn-Sham gap (spin up / spin down) in hartree: 0.204 / 0.203
Molar mass in g mol⁻¹: 829.276
Spin multiplicity: 5
Net charge: -2

Last column: Mulliken charge in e.
Geometry (Å):
Cr  1.226  0.078  -1.159  -0.9654
Cl  0.696  2.096  -2.163  -0.6819
P  -0.313  -1.032  -2.782  1.2019
P  0.099  3.339  1.667  0.3305
P  -0.722  -2.722  1.297  0.8346
Si  -1.059  0.425  0.078  0.9917
N  2.209  0.274  0.656  -0.5466
N  3.168  -0.275  -2.044  1.4338
C  -1.666  -4.357  1.415  0.6680
C  -2.998  -1.992  -2.858  -0.6314
C  -2.871  -0.838  4.207  -0.7610
C  -3.161  3.705  -1.464  -0.6376
C  1.869  -4.062  1.740  -1.7144
C  -1.627  -0.061  1.849  0.5403
C  -3.160  -4.001  1.303  -1.3451
C  -0.234  -3.900  -2.533  -1.0517
C  0.813  -2.839  3.739  -1.7402
C  1.534  4.277  0.973  1.7709
C  3.756  -1.451  -1.723  -0.2677
C  2.815  0.178  1.634  -0.3447
C  -0.737  -0.129  -4.407  0.5808
C  5.274  -0.408  -3.020  -1.0116
C  -1.488  -5.324  2.545  -1.5307
C  5.055  -1.620  -2.304  -1.1185
C  3.124  -2.526  -0.919  -0.2592
C  -1.795  2.246  -0.085  0.5984
C  2.555  4.653  2.032  -1.4748
C  4.147  0.379  -2.777  0.0716
C  -2.169  0.873  2.683  0.1668
C  -1.955  -1.328  -2.087  0.1951
C  -1.330  3.439  0.616  0.0390
C  0.985  -2.885  2.219  2.5717
C  -2.121  -1.749  3.514  -0.0506
C  -3.686  -0.652  -0.570  -0.0996
C  -0.121  5.772  3.324  -1.6340
C  1.344  5.391  -0.013  -1.6929
C  3.977  1.839  -3.093  -1.0438
C  0.569  0.242  -5.053  -1.4116
C  -2.819  2.440  -1.069  -0.6847
C  -1.850  0.975  -4.301  -1.2251
C  -2.323  -0.635  -0.926  -0.1311
C  -0.016  3.480  4.419  -1.3306
C  -0.030  -2.816  -3.564  0.3757
C  -1.524  -1.443  2.292  -0.6844
C  -0.456  4.264  3.169  0.5464
C  1.365  -3.110  -4.278  -1.6027
C  -4.306  -2.130  -2.354  -0.9649
C  -4.667  -1.396  -1.240  -0.7287
C  -2.758  0.511  3.938  -1.2892
C  -2.752  4.835  -0.725  -1.0188
C  -1.820  4.692  0.279  -0.0359
B  3.469  0.386  3.076  0.8767
H  -4.075  -0.194  0.308  0.3773
H  2.933  1.988  -3.386  0.0993
H  -2.048  -4.982  3.397  0.3539
H  -3.706  -4.122  2.211  0.3946
H  1.789  -2.923  4.207  0.5697
H  1.341  6.298  0.563  0.4165
H  -3.409  1.571  -1.437  -0.0031
H  0.905  5.936  3.530  0.3460
H  -0.412  -5.581  2.872  0.1358
H  1.568  -4.444  0.728  0.2114
H  1.438  -1.921  1.909  -1.6173
H  -2.491  0.736  -3.486  0.0779
H  2.842  -3.626  1.614  0.4624
H  -0.199  2.447  4.165  0.2071
H  2.493  4.028  2.929  0.3301
H  -3.597  -1.193  4.954  0.2686
H  -2.366  1.037  -5.253  0.4611
H  0.202  -3.598  4.134  0.3186
H  -0.730  6.230  4.128  0.3654
H  2.576  0.499  3.974  -0.2392
H  -0.695  3.726  5.247  0.3556
H  -1.401  5.615  0.728  0.1306
H  -3.287  1.243  4.504  0.4423
H  -0.043  -4.920  -2.997  0.4999
H  -2.903  5.840  -1.017  0.3667
H  1.993  3.299  0.552  -0.3488
H  3.602  4.493  1.718  0.3586
H  1.953  -4.849  2.460  0.5234
H  2.190  5.372  -0.672  0.4372
H  5.691  -2.496  -2.099  0.3953
H  4.093  2.522  -2.270  0.1096
H  4.257  -0.506  3.351  -0.2962
H  -5.687  -1.367  -0.865  0.3655
H  -2.670  -2.333  -3.842  0.2332
H  4.613  2.139  -3.963  0.3327
H  -1.428  1.967  -4.096  0.2751
H  -3.615  -4.654  0.552  0.3990
H  1.285  -4.175  -4.625  0.4919
H  1.030  3.639  4.721  0.3595
H  -1.215  -3.928  -2.045  0.1473
H  -0.302  6.383  2.446  0.2985
H  3.759  -2.731  -0.028  0.3950
H  0.392  -1.864  4.019  0.2872
H  3.067  -3.487  -1.413  0.5815
H  -1.570  4.099  3.084  0.3703
H  2.038  -2.241  -0.747  -0.5282
H  5.949  -0.125  -3.776  0.4165
H  2.513  5.725  2.394  0.2745
H  -1.431  -4.847  0.427  0.4610
H  1.496  -0.366  -4.771  0.0684
H  2.249  -2.983  -3.669  0.1797
H  -3.240  -2.966  1.019  0.0755
H  0.551  -3.824  -1.689  -0.1128
H  0.785  1.318  -4.933  0.3208
H  1.481  -2.505  -5.204  0.4026
H  -3.723  3.802  -2.377  0.3719
H  -1.223  -0.982  -4.902  0.6919
H  4.025  1.452  2.948  -0.2977
H  -2.137  -2.782  3.916  0.1463
H  -2.003  -6.300  2.348  0.4102
H  0.426  5.275  -0.576  0.3367
H  -4.964  -2.814  -2.925  0.2608
H  -2.249  1.894  2.317  0.4882
H  0.482  0.090  -6.137  0.3650
H  -0.706  -3.139  -4.324  0.5393

---

[5]
Entry from OMol25: C35H45Cl5F10MgNO15P as an isolated structure in a non-equilibrium geometry (wB97M-V/def2-TZVPD).

Properties
Maximum force in eV Å⁻¹: 5.2
Highest occupied orbital energy in Ha: -0.2407
Kohn-Sham gap in hartree: 0.054
Molar mass in g mol⁻¹: 1142.261

Last column: Mulliken charge in e.
Geometry (Å):
Cl  -12.354  -3.385  4.656  -0.1766
Cl  -11.923  -4.829  7.144  -0.1353
Cl  8.160  9.049  -7.288  -0.1441
Cl  7.033  7.611  -5.014  -0.1254
Cl  -9.708  -3.449  5.860  -0.0926
P  2.781  -2.784  0.999  0.7687
Mg  4.965  4.089  -5.268  0.2169
F  1.413  0.015  -1.151  -0.6461
F  -7.545  0.358  2.876  -0.2532
F  -6.932  0.320  0.794  -0.2895
F  -9.627  1.797  2.670  -0.1912
F  -9.405  -0.217  4.720  -0.2491
F  -9.682  0.056  0.900  -0.2905
F  -11.564  -0.122  4.933  -0.3452
F  -10.385  2.341  4.619  -0.2831
F  -8.750  -1.806  0.341  -0.3016
F  0.299  -2.562  3.249  -0.3825
O  1.326  -2.948  1.496  -0.5184
O  5.005  1.446  -2.558  -0.5709
O  5.252  0.558  -0.003  -0.3562
O  -9.544  -1.624  2.396  -0.4087
O  5.589  0.962  2.024  -0.3504
O  -0.197  -0.829  -2.407  -0.4469
O  -3.260  0.482  -1.596  -0.5263
O  7.598  1.515  -4.470  -0.5491
O  3.772  -1.817  1.981  -0.2330
O  3.580  -4.315  0.881  -0.3564
O  -4.296  1.687  -3.212  -0.3263
O  6.580  -0.174  -3.272  -0.4665
O  3.720  2.654  -4.188  -0.7533
O  3.986  0.251  -4.291  -0.5488
O  -2.058  1.473  -3.240  -0.2147
N  5.924  0.230  1.151  0.1970
C  3.775  -2.127  -3.153  -1.1240
C  -3.210  1.151  -2.586  0.5535
C  5.384  0.025  -2.483  1.0181
C  5.847  -5.504  1.023  -1.1391
C  7.386  1.001  -3.334  0.2305
C  -7.490  -0.427  1.777  0.3882
C  6.677  8.552  -6.467  -0.2269
C  -4.059  -0.022  3.688  -0.2566
C  9.814  1.821  -0.102  -0.4395
C  -3.803  2.585  -4.203  0.4816
C  5.808  -0.396  -0.993  0.6757
C  4.163  1.570  -3.732  0.9325
C  2.342  0.211  2.667  -0.5210
C  -2.529  -1.651  2.781  -0.3184
C  9.242  1.043  -1.329  -0.2526
C  8.095  3.895  -0.432  -0.5393
C  3.040  -1.202  3.082  -0.5046
C  -10.544  0.046  4.036  1.0169
C  3.429  -2.845  -1.763  -0.3908
C  -4.753  -1.038  4.339  -0.5462
C  -2.437  2.033  -4.491  -0.5353
C  -10.731  -1.027  2.942  0.0854
C  7.544  3.103  -1.648  0.0155
C  -3.218  -2.665  3.439  -0.5000
C  -8.879  -0.925  1.360  0.7391
C  -4.332  -2.359  4.216  -0.3235
C  4.969  -4.170  1.355  0.2121
C  -10.584  1.503  3.567  0.0170
C  8.081  1.720  -2.095  0.6007
C  3.984  -0.551  -3.048  0.0303
C  -4.716  2.603  -5.412  -1.4396
C  9.260  3.204  0.368  -0.3704
C  -11.448  -3.427  6.176  0.1257
C  -2.948  -0.329  2.906  -0.4589
C  2.655  -1.916  -0.712  0.2618
H  6.084  7.942  -7.147  0.2260
H  2.750  -3.748  -2.013  0.5096
H  -4.384  1.008  3.788  0.3828
H  -6.828  -1.268  1.995  0.1842
H  5.452  -1.431  -0.669  -0.7549
H  -2.409  0.462  2.395  0.3862
H  2.893  0.559  1.722  0.0401
H  -1.734  2.812  -4.792  0.3257
H  6.826  -5.430  1.615  0.3381
H  1.227  0.038  2.513  0.1629
H  3.111  -0.880  -0.546  -0.3937
H  5.521  -3.314  0.813  -0.0568
H  -5.622  -0.800  4.944  0.4242
H  6.694  3.569  -2.241  0.0662
H  -2.887  -3.694  3.346  0.3867
H  2.544  1.016  3.471  0.3219
H  -2.434  1.240  -5.245  0.3197
H  4.405  -3.309  -1.355  0.0505
H  5.216  -6.417  1.281  0.3020
H  9.686  3.736  1.296  0.3250
H  2.310  -1.904  3.617  0.4257
H  -3.743  3.585  -3.759  0.2530
H  -11.556  1.748  3.129  0.2772
H  -5.061  1.597  -5.662  0.3595
H  -11.419  -0.704  2.157  0.3740
H  -5.611  3.195  -5.198  0.3577
H  6.127  -5.419  -0.083  0.2629
H  7.640  4.895  -0.130  0.3426
H  2.983  -2.311  -3.966  0.3568
H  6.949  -0.381  -0.821  0.4738
H  -11.683  -2.526  6.739  0.2657
H  3.837  -0.921  3.875  0.3323
H  -4.871  -3.151  4.726  0.3680
H  -1.050  -1.003  -1.985  0.2421
H  -0.320  0.026  -2.837  0.2894
H  -4.220  3.039  -6.282  0.3615
H  9.647  0.013  -1.649  0.3820
H  1.545  -1.809  -0.955  0.5393
H  4.973  -4.043  2.497  0.3125
H  -11.243  -1.866  3.430  -0.4598
H  10.660  1.317  0.488  0.3112
H  3.228  0.053  -2.409  0.8650
H  -1.666  -1.890  2.170  0.4711
H  6.114  9.441  -6.184  0.2721
H  4.751  -2.589  -3.555  0.2692